1.
Entry from the Open Molecules 2025 dataset: a structure of composition C37H41F35NO13PbS (ωB97M-V with the def2-TZVPD basis set).

Values from the calculation:
LUMO level in eV: -9.212
Total charge: +1
E in eV: -178315.867
Max |F| in hartree/bohr: 0.103
Spin multiplicity: 1

Element x y z (Å)
Pb (-33.027, -32.605, 21.382)
C (-38.003, -26.554, 20.455)
F (-37.959, -26.538, 21.833)
F (-39.254, -26.137, 20.239)
F (-37.115, -25.628, 20.125)
S (-37.662, -28.193, 19.520)
O (-38.694, -29.066, 20.085)
O (-37.893, -27.879, 18.086)
O (-36.283, -28.594, 19.876)
C (-36.044, -26.322, 8.394)
C (-35.992, -27.744, 7.805)
C (-35.441, -28.786, 8.862)
F (-34.104, -28.781, 9.110)
F (-35.997, -28.797, 10.027)
F (-37.202, -28.269, 7.576)
F (-35.323, -27.708, 6.594)
O (-37.035, -26.116, 9.504)
C (-37.168, -24.868, 10.096)
C (-38.308, -25.033, 11.087)
F (-38.842, -23.855, 11.651)
F (-39.391, -25.642, 10.493)
F (-35.995, -24.453, 10.600)
F (-37.483, -24.073, 9.102)
H (-36.589, -25.761, 7.634)
H (-35.117, -25.751, 8.440)
H (-35.631, -29.787, 8.475)
H (-37.886, -25.721, 11.819)
C (-36.934, -19.420, 28.593)
C (-37.122, -20.027, 27.142)
C (-38.474, -20.802, 27.071)
F (-38.557, -21.846, 28.014)
F (-39.489, -19.875, 27.332)
F (-36.917, -19.092, 26.165)
F (-36.066, -20.832, 27.066)
O (-37.914, -18.392, 28.864)
C (-37.524, -17.560, 30.007)
C (-38.802, -16.717, 30.268)
F (-39.980, -17.240, 30.540)
F (-38.456, -15.675, 31.156)
F (-37.131, -18.262, 31.047)
F (-36.485, -16.849, 29.600)
H (-35.925, -19.085, 28.831)
H (-37.074, -20.235, 29.303)
H (-38.539, -21.167, 26.046)
H (-39.021, -16.211, 29.327)
C (-28.132, -27.731, 15.801)
C (-29.137, -26.675, 16.077)
C (-30.544, -26.784, 15.395)
F (-31.233, -25.702, 15.645)
F (-30.568, -27.107, 14.077)
F (-29.158, -26.721, 17.368)
F (-28.608, -25.434, 15.798)
O (-26.914, -27.558, 16.619)
C (-25.644, -27.624, 15.917)
C (-24.413, -27.354, 16.853)
F (-23.288, -26.842, 16.280)
F (-24.672, -26.537, 17.834)
F (-25.541, -28.834, 15.291)
F (-25.765, -26.601, 15.042)
H (-28.003, -27.751, 14.719)
H (-28.642, -28.632, 16.143)
H (-31.214, -27.517, 15.846)
H (-24.271, -28.348, 17.278)
C (-41.419, -31.597, 11.778)
C (-41.563, -33.100, 12.312)
C (-40.138, -33.631, 12.696)
F (-39.988, -34.918, 13.112)
F (-39.231, -33.449, 11.737)
F (-42.467, -33.157, 13.264)
F (-42.030, -33.940, 11.314)
O (-42.769, -31.203, 11.532)
C (-43.006, -30.914, 10.172)
C (-44.364, -30.191, 9.910)
F (-44.708, -30.005, 8.624)
F (-45.407, -30.965, 10.422)
F (-42.143, -30.061, 9.613)
F (-42.992, -32.044, 9.496)
H (-40.718, -31.505, 10.948)
H (-41.060, -30.851, 12.488)
H (-39.862, -32.932, 13.485)
H (-44.320, -29.209, 10.381)
O (-29.748, -28.121, 23.254)
C (-29.018, -27.525, 23.988)
O (-27.961, -28.178, 24.432)
C (-27.148, -27.331, 25.201)
C (-27.797, -25.881, 25.277)
C (-29.114, -26.092, 24.509)
H (-26.096, -27.227, 24.936)
H (-27.161, -27.763, 26.202)
H (-27.112, -25.119, 24.905)
H (-28.133, -25.662, 26.290)
H (-29.369, -25.351, 23.751)
H (-30.016, -26.214, 25.107)
O (-32.604, -33.986, 15.648)
C (-31.983, -34.484, 14.698)
O (-31.287, -33.821, 13.835)
C (-30.771, -34.728, 12.864)
C (-31.134, -36.154, 13.274)
C (-32.187, -35.927, 14.365)
H (-29.736, -34.407, 12.750)
H (-31.234, -34.387, 11.938)
H (-30.291, -36.781, 13.563)
H (-31.643, -36.802, 12.560)
H (-32.222, -36.538, 15.267)
H (-33.175, -35.972, 13.906)
O (-38.332, -34.881, 22.823)
C (-39.191, -35.491, 23.540)
O (-38.888, -36.082, 24.752)
C (-39.960, -36.314, 25.537)
C (-41.170, -35.854, 24.719)
C (-40.690, -35.657, 23.268)
H (-39.938, -35.614, 26.373)
H (-39.973, -37.350, 25.876)
H (-41.446, -34.837, 24.999)
H (-42.071, -36.454, 24.849)
H (-41.088, -34.731, 22.854)
H (-40.868, -36.507, 22.609)
C (-45.643, -28.277, 18.420)
C (-44.662, -29.528, 18.532)
C (-45.344, -30.880, 18.846)
C (-46.558, -30.713, 19.627)
N (-47.428, -30.503, 20.332)
H (-45.009, -27.466, 18.060)
H (-46.282, -28.058, 19.275)
H (-46.261, -28.428, 17.535)
H (-43.969, -29.162, 19.289)
H (-43.933, -29.590, 17.724)
H (-45.580, -31.291, 17.864)
H (-44.523, -31.332, 19.402)

2.
Entry from the Open Molecules 2025 dataset: a structure of composition C37H41FIN7O4PSYb (ωB97M-V with the def2-TZVPD basis set).

Values from the calculation:
LUMO level (alpha / beta) in eV: -6.040 / -7.709
Total charge: +2
Energy relative to the best compared isomer or geometry (same formula, charge and spin) in kcal/mol: 94.52
E in eV: -120114.438
Max |F| in hartree/bohr: 0.076
Spin multiplicity: 2

Element x y z (Å)
Yb (0.900, 2.562, 2.891)
N (1.581, 4.168, 4.499)
C (0.557, 5.196, 4.628)
C (-0.886, 4.688, 4.800)
N (-1.228, 3.777, 3.718)
C (-2.192, 2.741, 4.095)
C (-1.581, 1.716, 5.086)
N (-0.197, 1.371, 4.770)
C (-1.511, 4.449, 2.408)
C (-1.712, 3.435, 1.238)
N (-0.750, 2.365, 1.057)
H (1.943, 3.782, 5.380)
H (2.418, 4.543, 4.030)
H (0.495, 5.794, 3.735)
H (0.773, 5.876, 5.503)
H (-1.530, 5.589, 4.998)
H (-0.908, 4.130, 5.761)
H (-2.484, 2.211, 3.180)
H (-3.094, 3.157, 4.596)
H (-2.205, 0.824, 5.022)
H (-1.717, 2.032, 6.125)
H (-0.150, 0.383, 4.539)
H (0.363, 1.496, 5.657)
H (-0.577, 5.095, 2.246)
H (-2.417, 5.109, 2.522)
H (-1.706, 4.052, 0.358)
H (-2.756, 3.000, 1.354)
H (-0.262, 2.498, 0.130)
H (-1.227, 1.496, 1.101)
I (0.910, -0.883, 1.385)
C (0.997, -3.037, 1.110)
C (2.210, -3.616, 1.422)
C (2.307, -4.959, 1.758)
C (1.182, -5.750, 1.686)
C (-0.003, -5.241, 1.079)
C (-1.032, -6.170, 0.746)
C (-2.096, -5.740, -0.073)
C (-2.227, -4.415, -0.458)
C (-1.349, -3.455, 0.011)
P (-1.821, -1.786, -0.653)
C (-1.692, -1.903, -2.413)
C (-1.086, -3.034, -3.079)
C (-0.604, -2.912, -4.389)
C (-0.788, -1.708, -5.096)
C (-1.612, -0.683, -4.557)
C (-2.014, -0.803, -3.240)
C (-3.683, -1.746, -0.518)
C (-4.645, -1.664, -1.622)
C (-5.987, -1.514, -1.299)
C (-6.416, -1.373, 0.042)
C (-5.504, -1.471, 1.102)
C (-4.146, -1.716, 0.815)
C (-0.121, -3.851, 0.718)
H (3.063, -2.944, 1.611)
H (3.306, -5.310, 2.007)
H (1.130, -6.739, 2.114)
H (-1.048, -7.136, 1.238)
H (-2.894, -6.422, -0.383)
H (-3.126, -4.150, -1.075)
H (-0.930, -3.983, -2.514)
H (-0.172, -3.764, -4.841)
H (-0.294, -1.570, -6.102)
H (-1.853, 0.170, -5.163)
H (-2.598, -0.008, -2.770)
H (-4.344, -1.881, -2.657)
H (-6.777, -1.514, -2.044)
H (-7.460, -1.116, 0.272)
H (-5.928, -1.305, 2.166)
H (-3.272, -1.753, 1.522)
F (4.818, 0.586, -3.622)
C (3.917, 1.268, -2.944)
C (4.232, 2.056, -1.901)
N (3.253, 2.747, -1.182)
C (3.584, 3.785, -0.187)
C (2.787, 3.461, 1.124)
O (2.115, 4.357, 1.696)
O (2.816, 2.272, 1.548)
C (1.898, 2.773, -1.672)
O (0.979, 3.360, -1.146)
N (1.617, 1.835, -2.665)
C (2.486, 0.916, -3.156)
O (2.140, -0.114, -3.751)
H (5.284, 2.124, -1.631)
H (3.082, 4.697, -0.512)
H (4.680, 3.976, -0.026)
H (0.618, 1.621, -2.841)
S (4.201, -3.141, -7.069)
C (4.627, -2.031, -5.811)
C (6.031, -2.001, -5.594)
N (6.721, -2.807, -6.466)
C (5.894, -3.412, -7.281)
H (3.825, -1.512, -5.313)
H (6.574, -1.406, -4.860)
H (6.296, -4.087, -8.028)

The lowest spin multiplicity belongs to which entry?
C37H41F35NO13PbS